54
Properties=species:S:1:pos:R:3:forces:R:3 method="wB97M-V/def2-TZVPD" total_energy_ev=-93986.8066 lumo_ev="-9.00 / -8.99" gap_ev="6.0 / 6.0" charge=+2 spin_multiplicity=6 mol_weight_g_mol=649.3 de_lowest_kj_mol=0.0
C 0.28170 0.08550 -5.64502 -1.598 0.341 -1.015
C 0.59411 0.13716 -4.27692 5.481 -0.885 4.583
H 1.19880 0.16060 -6.26752 -0.266 -0.053 0.563
H -0.42539 0.90761 -5.85366 0.154 -0.211 -0.187
H -0.27044 -0.85781 -5.80610 0.141 0.170 -0.095
O 1.35773 0.06113 -3.38388 -4.603 0.553 -5.245
Cl -2.06588 0.08927 -3.03399 0.171 -0.039 -1.669
Dy -1.10116 0.08984 -0.77584 0.697 0.065 1.096
P 0.06207 2.59511 -1.33154 -0.539 1.247 0.183
C 1.41371 3.48680 -0.52439 0.396 -0.145 0.141
C 0.02232 3.33959 -2.99871 -0.099 -0.239 -0.089
H -0.03900 4.43029 -2.85086 0.094 -0.380 -0.372
H -1.32356 4.48379 -0.81586 -0.246 -0.189 0.205
H -0.86437 2.97287 -3.53889 0.208 0.262 0.141
H -2.32409 3.00979 -1.02419 0.115 0.249 0.146
H 2.38138 3.16568 -0.93348 -0.192 0.216 0.081
H 0.92499 3.07047 -3.56476 -0.140 0.281 0.118
C -1.39959 3.41400 -0.58135 -0.001 -0.149 -0.092
H 1.26014 4.56275 -0.70034 0.161 -0.321 0.047
H -1.39620 3.26194 0.50640 -0.020 0.106 -0.243
H 1.40653 3.29760 0.56036 0.005 0.107 -0.501
P 0.14481 -2.42644 -0.84747 0.127 -1.594 0.420
C 1.61000 -2.90514 0.12883 0.229 0.303 0.324
C -1.08148 -3.64365 -0.22400 -0.206 0.212 -0.142
H -0.24060 -2.81624 -3.19681 0.022 -0.197 0.029
H 0.47391 -4.24195 -2.40102 0.120 0.237 -0.100
H 1.49904 -2.84792 -2.85209 -0.028 -0.048 0.129
C 0.51678 -3.14954 -2.47865 -0.140 0.211 -0.411
H -2.08492 -3.33386 -0.54309 0.139 -0.296 0.093
H -0.83329 -4.62697 -0.65132 -0.186 0.260 0.325
H 1.71698 -3.99693 0.18624 -0.132 0.267 -0.154
H 1.49800 -2.52204 1.15126 0.045 -0.087 -0.161
H -1.06262 -3.68750 0.87393 0.008 -0.024 -0.309
H 2.53069 -2.48033 -0.28360 -0.141 -0.068 0.034
C 1.50856 0.18516 -1.13714 3.955 0.024 1.469
O 2.65923 0.27310 -1.08002 -3.581 -0.146 -0.062
O -0.91433 -2.21472 6.64199 1.164 1.597 -1.311
N -0.16837 -1.30230 6.24466 0.257 -0.899 3.554
O 0.76250 -0.83005 6.93439 -1.689 -0.884 -1.656
C -0.40387 -0.69910 4.95793 -0.406 -0.211 -1.099
C -1.42559 -1.17518 4.12659 0.828 0.270 0.845
C -1.49406 -0.69040 2.81680 0.863 0.506 -0.349
C -0.49806 0.27012 2.37754 -0.502 -0.025 -0.402
O -0.23269 0.55432 1.14838 -0.556 -0.115 -0.276
C 0.31914 0.88666 3.34421 -0.144 -0.876 0.612
C 0.48678 0.31439 4.58556 -0.375 0.676 -0.542
N 1.12028 2.02128 2.89942 1.648 1.620 -0.350
O 0.51200 2.96895 2.35869 0.802 -1.814 1.111
O 2.34798 2.00122 3.09823 -2.527 -0.148 -0.344
N -2.44119 -1.29405 1.91238 -1.008 -1.321 0.008
O -3.13501 -2.22438 2.32060 1.414 2.289 -1.350
O -2.54304 -0.87079 0.67456 0.094 -0.651 2.203
H -2.10279 -1.93430 4.50337 0.079 0.060 -0.073
H 1.26144 0.67460 5.25016 -0.096 -0.119 0.137

=====

51
Properties=species:S:1:pos:R:3:forces:R:3 method="wB97M-V/def2-TZVPD" total_energy_ev=-163745.5426 lumo_ev=2.06 gap_ev=5.7 charge=-1 mol_weight_g_mol=640.2 de_lowest_kj_mol=88.7
Cs 1.26974 -0.37936 -1.78393 0.004 0.591 -0.513
O 1.43486 2.06178 3.20620 0.362 0.592 -0.487
C 0.98382 0.75467 2.91000 -0.468 -0.414 -0.157
C 2.07955 -0.30301 3.00102 0.034 0.076 0.160
C 2.44280 -0.41827 4.49129 -0.218 0.165 0.031
O 3.42541 -1.40041 4.77683 0.101 -0.293 -0.044
C 3.34778 0.08988 2.22159 0.245 0.041 0.103
Se 3.13547 0.99845 0.48249 0.133 0.295 0.402
C 1.54585 -1.63153 2.46542 0.122 -0.247 0.024
Se -0.03861 -2.34740 3.38262 -0.245 -0.163 0.357
H 2.07497 2.26021 2.48620 -0.180 -0.042 0.221
H 0.54232 0.70940 1.89709 0.115 0.042 0.204
H 0.19530 0.52170 3.63147 0.060 -0.033 -0.096
H 1.53160 -0.64058 5.05866 0.022 0.064 -0.050
H 2.84661 0.53730 4.83494 -0.017 -0.058 -0.048
H 2.99469 -2.24938 4.61730 0.050 0.006 0.058
H 3.94240 -0.81025 2.05971 0.011 0.082 0.064
H 3.94667 0.76083 2.84302 -0.009 -0.097 -0.043
H 2.32823 -2.38963 2.56721 0.030 0.111 -0.073
H 1.36459 -1.54145 1.39119 -0.091 0.132 -0.053
N -2.91597 1.63982 1.48932 0.091 -0.077 -0.292
C -3.92950 0.71736 1.46697 -0.128 -0.024 0.080
C -3.78754 0.04722 0.28944 -0.153 -0.029 0.269
N -2.70881 0.51661 -0.39978 0.324 0.179 -0.229
C -2.20272 1.48089 0.33448 -0.352 -0.226 0.171
C -1.06431 2.30437 -0.00105 0.681 0.197 0.049
N -0.48392 2.39408 -1.17637 -0.502 -0.323 -0.318
C 0.53699 3.27937 -1.03048 0.132 0.198 0.126
C 0.58662 3.73156 0.25198 0.187 0.046 0.106
N -0.43491 3.10830 0.90532 -0.224 0.051 -0.161
H -2.74282 2.30787 2.21720 0.016 -0.001 0.051
H -4.62867 0.61908 2.27556 -0.039 -0.017 0.050
H -4.37923 -0.76753 -0.08660 -0.069 -0.059 -0.012
H 1.21021 3.50859 -1.83639 0.020 0.067 -0.076
H 1.28039 4.36711 0.76615 0.078 0.044 0.029
H -0.53313 3.09527 1.90566 0.163 -0.109 0.150
C -0.81978 -5.21705 1.26260 -0.095 -0.148 0.098
N -0.42016 -4.43013 0.12020 -0.099 0.021 0.280
C 0.60123 -4.78311 -0.82463 0.255 0.090 -0.089
C 0.62851 -3.51998 -1.70256 -0.202 -0.515 0.422
O 1.39728 -3.33158 -2.62509 0.384 -0.053 -0.521
N -0.28639 -2.64177 -1.23560 -0.559 0.000 0.025
C -0.83330 -3.18328 -0.14119 -0.100 -0.170 0.160
N -1.74039 -2.56234 0.62607 0.035 0.097 0.007
H -0.53261 -6.25158 1.08301 -0.031 -0.050 -0.007
H -1.90391 -5.16089 1.37224 -0.021 -0.049 0.001
H -0.37012 -4.84953 2.18766 0.080 0.017 -0.035
H 0.34971 -5.67319 -1.40608 -0.006 0.016 -0.015
H 1.57614 -4.93010 -0.34962 -0.031 -0.001 -0.036
H -1.89292 -1.61148 0.31411 -0.027 0.032 -0.007
H -1.54444 -2.60112 1.65816 0.130 -0.055 -0.337

=====

42
Properties=species:S:1:pos:R:3:forces:R:3 method="wB97M-V/def2-TZVPD" total_energy_ev=-22984.8619 lumo_ev=-2.66 gap_ev=9.7 charge=+1 mol_weight_g_mol=263.4 de_lowest_kj_mol=1262.3
O -0.93496 0.75708 -3.18558 -2.202 8.434 -5.554
C -0.95622 -0.23332 -2.64459 3.468 -5.617 4.090
N 0.23599 -0.47552 -2.01911 3.444 -0.311 2.905
C 0.66292 -1.65506 -1.20697 1.982 11.163 5.586
H 1.49516 -1.88742 -1.56336 7.159 -2.438 -3.115
C 0.97617 -1.42559 0.41084 6.760 -2.516 -4.861
N 1.43043 -0.11520 0.69492 -4.485 6.651 -7.695
H 0.52258 0.72108 0.50407 1.584 -3.192 1.337
C 2.10218 0.27997 1.81694 1.897 0.107 2.223
H 3.01360 -0.25387 1.75447 1.983 0.109 -0.228
H 1.66577 -0.38454 2.44177 -1.698 -0.973 3.863
C 2.29661 1.75365 2.25427 -5.625 -4.316 4.256
H 1.04416 2.19822 2.42483 3.766 -0.696 -0.727
O 3.10045 2.28576 1.36309 2.483 7.040 1.826
H 3.30277 3.27735 1.84906 -0.269 -3.738 -2.639
H 2.63693 1.50453 3.40504 -0.226 1.429 -2.654
C 2.11602 0.40259 -0.50749 5.512 -0.672 -4.494
H 2.68439 1.36603 -0.31761 -1.356 -1.273 0.007
C 1.32238 0.59154 -2.04009 -1.643 -0.960 4.655
H 2.06601 0.34553 -2.77815 0.169 0.613 -0.391
H 0.87241 1.63201 -1.94516 0.751 -1.428 -0.974
H 3.21732 -0.37305 -0.74001 -3.490 1.934 0.854
H 0.14238 -1.61401 0.79511 -6.590 -1.680 4.287
H 1.87574 -2.20198 0.69397 -2.355 1.834 -0.551
H 0.02693 -2.21667 -1.48018 -8.333 -8.636 -1.960
C -2.04135 -1.17351 -2.54613 0.014 -2.311 0.878
H -1.82960 -2.13922 -1.94776 0.462 0.951 -2.104
H -2.33270 -1.26029 -3.64423 -0.657 -0.429 1.798
C -3.00511 -0.60183 -1.49930 -2.568 -0.406 -4.212
C -2.54754 -0.25660 -0.21600 3.896 4.963 1.944
C -1.84256 1.09122 -0.14419 -1.128 -4.980 8.923
C -1.35081 1.49031 1.20935 -3.079 -7.764 -3.376
C -1.41054 0.42948 2.20062 0.903 2.130 2.948
C -2.10626 -0.73360 2.16694 0.773 7.918 -13.058
C -2.59789 -1.07078 0.89007 -1.107 -1.602 -1.813
H -2.99914 -2.06827 0.49891 0.210 1.009 1.753
H -2.19429 -1.30063 2.82529 -1.015 -8.751 10.675
H -0.94287 0.46275 3.24767 -0.365 1.190 -1.569
H -0.85821 2.33131 1.32378 2.192 4.119 0.837
H -1.66529 1.70929 -0.86916 0.397 3.308 -4.536
H -3.49466 0.21168 -2.03595 -0.307 0.306 0.553
H -3.69931 -1.40042 -1.44002 -1.304 -0.518 0.315

=====

43
Properties=species:S:1:pos:R:3:forces:R:3 method="wB97M-V/def2-TZVPD" total_energy_ev=-24479.4600 lumo_ev=-0.04 gap_ev=8.1 mol_weight_g_mol=277.4 de_lowest_kj_mol=1419.4 smiles="CN(CCCCCNC(=O)/C=N/O)Cc1ccccc1"
C -1.59034 -0.72895 2.73796 -2.493 4.857 -1.714
N -0.71769 -0.36651 1.69758 3.528 0.853 -2.034
C 0.40118 -1.33210 1.53987 1.148 2.816 -4.155
C 1.67665 -0.56766 0.78275 -2.224 -1.081 1.062
C 2.28824 0.48307 1.51380 0.603 5.881 8.706
C 3.36019 1.50818 0.98620 2.711 -5.908 5.663
H 3.85022 1.01379 0.24429 2.640 -2.121 -1.634
C 2.93418 2.59853 0.35753 -4.564 9.378 -1.134
N 1.98714 2.35449 -0.67339 -7.675 -1.836 -1.118
C 2.17057 2.35165 -2.02663 10.249 3.070 9.082
O 3.35566 2.72088 -2.23897 -1.241 -0.333 -3.124
C 1.25489 1.88136 -2.80289 -11.323 -2.882 -12.186
N 0.14541 1.18716 -2.57767 7.412 1.091 8.598
O -0.86485 0.83660 -3.16360 -1.087 3.188 -8.174
H -1.37449 0.20758 -2.76886 -1.808 -2.948 2.946
H 1.18137 2.27066 -3.93486 1.164 -0.421 2.159
H 0.88583 2.11880 -0.54250 3.606 0.801 0.835
H 3.65081 3.30476 -0.14189 -0.115 -0.896 0.937
H 2.34552 3.21629 1.19660 0.956 -0.482 -1.838
H 4.04489 1.84512 1.88863 -1.042 -1.049 -1.962
H 1.51366 1.19449 1.98857 0.181 -0.657 -1.259
H 2.66395 0.30573 2.75144 -0.513 -0.806 -3.510
H 2.47876 -1.24435 0.79013 0.707 -1.768 -1.650
H 1.41589 0.04749 -0.07807 -0.234 -1.551 -1.113
H 0.35127 -2.27066 0.93704 -1.132 0.500 0.024
H 0.74505 -1.66415 2.44406 0.781 -0.418 2.676
C -1.33281 0.19860 0.31988 -2.242 1.121 9.793
C -2.01983 -0.97176 -0.10153 -1.831 1.207 -4.656
C -1.39886 -1.50645 -1.24807 -9.083 -6.041 0.994
C -2.13059 -2.62551 -1.91586 7.498 -0.196 -1.614
C -3.33431 -3.01691 -1.48971 2.285 -3.365 -4.373
C -3.93379 -2.28851 -0.67172 -6.730 6.934 8.569
C -3.39215 -1.20196 0.08954 4.303 -5.119 -4.554
H -3.87380 -0.59847 0.66459 -3.408 3.300 3.597
H -5.04480 -2.39374 -0.43939 1.433 -0.370 -0.506
H -3.91055 -3.77594 -1.89358 -0.411 -1.730 -1.185
H -1.46286 -3.39040 -2.68692 -2.136 2.641 1.999
H -0.51032 -1.22399 -1.40310 6.862 1.734 -1.900
H -0.54196 0.64822 -0.11837 2.104 0.855 -2.188
H -1.93319 1.08008 0.95693 0.792 -2.077 -2.537
H -1.11589 -0.81784 3.60892 2.425 -0.676 3.436
H -2.28734 0.24075 3.01125 0.802 -2.788 -1.104
H -1.93091 -1.62843 2.41003 -2.901 -2.708 0.143